The following is a quantum chemistry calculation of a molecular structure, C35H34BF8IN2O3PReS, from the Open Molecules 2025 dataset.

Atoms and positions in Å:
Re  -0.022  -0.103  0.254
C  2.678  2.492  1.357
C  1.262  3.001  1.069
N  0.093  2.103  1.375
C  -0.174  2.083  2.863
C  0.971  1.657  3.765
C  -1.111  2.703  0.745
C  -1.212  2.341  -0.708
N  -1.411  0.875  -0.810
C  -2.600  0.444  -1.460
C  -3.318  -0.704  -1.133
F  -2.814  -1.584  -0.270
C  -4.513  -1.030  -1.718
F  -5.106  -2.164  -1.327
C  -5.067  -0.255  -2.703
C  -4.338  0.838  -3.107
F  -4.770  1.604  -4.110
C  -3.133  1.162  -2.525
F  -2.440  2.184  -3.050
H  3.355  2.838  0.569
H  2.736  1.405  1.401
H  3.067  2.868  2.299
H  1.179  3.262  0.021
H  1.084  3.930  1.618
H  -1.013  1.429  3.016
H  -0.498  3.093  3.135
H  1.368  0.678  3.503
H  0.573  1.584  4.781
H  1.783  2.379  3.790
H  -1.110  3.789  0.874
H  -1.985  2.305  1.251
H  -0.328  2.658  -1.258
H  -2.045  2.886  -1.133
H  -6.006  -0.515  -3.177
I  1.792  0.964  -1.495
C  3.382  -0.303  -1.863
C  4.595  0.279  -1.739
C  5.734  -0.439  -2.160
C  5.573  -1.660  -2.734
C  4.287  -2.248  -2.881
C  4.143  -3.458  -3.596
C  2.907  -3.980  -3.827
C  1.781  -3.385  -3.228
C  1.869  -2.251  -2.453
P  0.310  -2.035  -1.437
C  -0.919  -1.805  -2.777
C  -2.188  -2.382  -2.792
C  -3.045  -2.180  -3.869
C  -2.661  -1.376  -4.928
C  -1.411  -0.765  -4.911
C  -0.546  -0.985  -3.851
C  0.314  -3.704  -0.699
C  1.504  -4.005  -0.039
C  1.667  -5.231  0.577
C  0.650  -6.178  0.522
C  -0.533  -5.882  -0.137
C  -0.711  -4.639  -0.736
C  3.132  -1.595  -2.365
H  4.698  1.284  -1.338
H  6.717  0.005  -2.053
H  6.432  -2.204  -3.117
H  5.036  -3.949  -3.976
H  2.784  -4.880  -4.422
H  0.824  -3.882  -3.344
H  -2.541  -2.964  -1.959
H  -4.023  -2.652  -3.867
H  -3.330  -1.222  -5.767
H  -1.100  -0.130  -5.735
H  0.432  -0.529  -3.875
H  2.311  -3.278  0.014
H  2.590  -5.439  1.107
H  0.780  -7.143  0.997
H  -1.330  -6.615  -0.183
H  -1.649  -4.441  -1.220
C  -2.420  -2.297  3.183
S  -0.938  -1.609  2.579
O  -0.066  -1.357  3.680
O  -0.461  -2.437  1.481
O  -1.347  -0.300  1.835
H  -2.182  -3.326  3.462
H  -3.178  -2.269  2.393
H  -2.727  -1.722  4.060
F  3.432  -0.280  2.748
B  3.040  -1.285  1.896
F  2.702  -2.475  2.474
F  3.795  -1.406  0.734
F  1.607  -0.737  1.332

Its net charge is +1. The HOMO-LUMO gap (spin up / spin down) comes out at 7.214 / 6.960 eV. For the energy, the calculation gives -98739.439 eV. The maximum force is 0.993 eV/A. Its HOMO energy (spin up / spin down) is -10.98 / -11.28 eV. Its multiplicity is 4.

Löwdin atomic charge list, values in e, 4 entries: atom 1 (Re): 1.376, atom 2 (C): -0.116, atom 3 (C): -0.259, atom 4 (N): -0.217